No. 1
DFT (the ωB97M-V functional and the def2-TZVPD basis) results for a 12-piece molecular cluster, C23H66F3O14S12 overall at a distorted geometry.

```
118
C23H66F3O14S12, DFT the ωB97M-V functional and the def2-TZVPD basis
C 0.2639 0.6396 0.0821
F 1.1569 0.0786 0.9321
F -0.3541 -0.4804 -0.3209
F -0.6221 1.3616 0.8671
S 0.9269 1.6936 -1.3159
O 2.2849 1.4636 -1.1439
O 0.2939 1.2196 -2.4719
O 0.5259 3.0006 -0.9879
C -3.3561 1.8426 -1.7339
S -2.5701 2.8066 -2.9649
O -3.3321 2.6746 -4.2699
C -3.1071 4.3476 -2.3969
H -2.6401 2.0556 -0.9459
H -3.3651 0.7706 -1.9429
H -4.3491 2.1366 -1.6129
H -3.0441 5.0266 -3.2549
H -2.6421 4.6656 -1.4539
H -4.2311 4.3716 -2.2509
C 2.8539 -0.8234 -7.4479
S 2.4599 -1.0794 -5.7409
O 3.7639 -1.4284 -5.0099
C 2.2509 0.6176 -5.1499
H 3.8999 -0.5664 -7.6549
H 2.3309 0.0856 -7.8249
H 2.4209 -1.7074 -7.8209
H 1.4779 0.9056 -5.8109
H 3.0849 1.2186 -5.4229
H 1.8709 0.8286 -4.0749
C -0.1341 -2.1484 2.2501
S -0.9231 -3.7304 2.0411
O -1.1381 -3.8294 0.5351
C 0.6099 -4.6694 2.4521
H -0.5531 -1.2494 1.8901
H 0.8439 -2.1064 1.7261
H 0.2319 -1.8434 3.2641
H 0.4619 -5.6994 2.1961
H 0.7529 -4.5714 3.5391
H 1.5229 -4.3254 1.9071
C -2.6461 -2.2754 -1.6409
S -3.8261 -3.2464 -0.7899
O -4.8761 -2.3484 -0.1979
C -4.6131 -4.0134 -2.1779
H -2.9701 -1.6374 -2.4139
H -2.0301 -2.9714 -2.2359
H -2.0421 -1.8374 -0.8779
H -5.2151 -4.8554 -1.7819
H -3.9491 -4.5704 -2.8749
H -5.2081 -3.3034 -2.7869
C -3.7241 -1.1114 4.3221
S -4.2741 -1.4134 2.6411
O -5.7791 -0.9924 2.6561
C -3.4301 0.0276 2.0971
H -4.2391 -0.2234 4.7701
H -2.6561 -1.1324 4.2301
H -4.0641 -1.9824 4.9521
H -4.2721 0.4076 1.5611
H -2.6201 -0.1264 1.4931
H -3.2501 0.8636 2.8111
C -1.3871 2.0176 6.8291
S -2.1001 1.4596 5.3661
O -2.9901 2.5756 4.7761
C -0.6621 1.5206 4.3171
H -0.6881 2.8816 6.5001
H -0.7981 1.2806 7.3451
H -2.0841 2.4936 7.3671
H 0.0469 0.8046 4.6661
H -0.3101 2.5936 4.3061
H -1.0561 1.2336 3.3741
C 0.9069 6.7506 2.4431
S 1.6639 5.6866 1.2171
O 3.1379 5.6066 1.7271
C 0.8239 4.2146 1.6551
H 0.9989 6.3606 3.4781
H -0.1801 7.0376 2.3021
H 1.3919 7.7666 2.3941
H 0.6369 4.0826 2.6731
H 1.1299 3.2476 1.2571
H -0.2691 4.3786 1.2671
C 2.6179 -2.8404 4.8121
S 3.7109 -1.8104 3.9221
O 3.4469 -2.1774 2.4851
C 2.7089 -0.3124 4.1801
H 2.7689 -2.8804 5.8561
H 2.9269 -3.8124 4.5081
H 1.6309 -2.5854 4.4731
H 3.4949 0.4366 3.9401
H 2.6119 -0.3074 5.2641
H 1.8729 -0.2754 3.4861
C -2.4141 -1.5744 -6.8099
S -1.4961 -2.0654 -5.3919
O -0.1391 -2.5854 -5.9119
C -1.2021 -0.3864 -4.9079
H -3.3351 -1.1524 -6.6149
H -2.5771 -2.5604 -7.3779
H -2.0461 -0.7864 -7.4399
H -0.2761 -0.0304 -5.4059
H -1.2281 -0.4484 -3.7569
H -2.0771 0.1356 -5.2549
C 4.3779 2.2726 1.8151
S 4.9629 1.5666 0.2331
O 6.4729 1.9886 0.0801
C 5.1009 -0.0154 0.8961
H 4.8999 2.1836 2.7681
H 3.3569 2.0236 2.0331
H 4.3919 3.3586 1.5721
H 4.0979 -0.3654 1.1181
H 5.4859 -0.1114 1.8551
H 5.5619 -0.7464 0.1571
C 0.9269 -2.4964 -2.8389
S 1.1509 -3.1784 -1.1799
O 1.8089 -4.5784 -1.4299
C 2.5079 -1.9984 -0.8399
H 0.2189 -3.1774 -3.4319
H 1.9609 -2.6224 -3.3629
H 0.5249 -1.4884 -2.9509
H 2.2749 -0.9224 -0.6119
H 3.3409 -2.2204 -1.6659
H 3.1249 -2.2564 0.0601
```

For the HOMO energy, the calculation gives -6.12 eV. As for the total charge: -1. Its energy above the lowest of the compared OMol25 structures with the same formula, charge and spin is 6.4714 eV. The calculation puts the molecular weight at 1008.6 g/mol.


No. 2
DFT (the ωB97M-V functional and the def2-TZVPD basis) results for C13H13AuBrNO7 as an isolated structure at a distorted geometry.

```
36
C13H13AuBrNO7, DFT the ωB97M-V functional and the def2-TZVPD basis
Au -0.2659 0.7424 -0.9439
O -0.3251 1.6858 -3.1618
C -0.7254 0.6567 -4.0489
C 0.1059 -0.6087 -3.8559
N -0.0086 -1.1513 -2.5050
C 1.2563 -1.5067 -1.8600
C 2.2129 -0.2969 -1.8693
O 3.3187 -0.3873 -2.3445
O 1.7431 0.8162 -1.3606
C -1.1683 -1.9476 -2.2375
C -2.4265 -1.1844 -1.5613
O -3.4337 -1.8397 -1.5424
O -2.2198 0.0107 -1.1439
H 0.5890 1.9524 -3.3316
H -1.7708 0.4574 -3.8155
H -0.6514 0.9888 -5.0857
H -0.2368 -1.3489 -4.5853
H 1.1563 -0.3933 -4.0583
H 1.0679 -1.7791 -0.8200
H 1.7540 -2.3337 -2.3730
H -1.6041 -2.3572 -3.1487
H -0.9513 -2.7407 -1.5248
Br 0.3825 1.1042 7.8118
C 0.3028 0.9949 5.9211
C 0.5718 2.1231 5.1622
C 0.4827 2.0431 3.7835
C 0.1453 0.8392 3.1735
C -0.1018 -0.2886 3.9459
C -0.0301 -0.2112 5.3269
C 0.0136 0.7780 1.6887
O 0.0544 -0.3356 1.1037
O -0.1490 1.8557 1.0496
H 0.8379 3.0525 5.6460
H 0.6702 2.9136 3.1708
H -0.3603 -1.2206 3.4625
H -0.2364 -1.0831 5.9317
```

For the HOMO energy, the calculation gives -9.29 eV. Its energy above the lowest of the compared OMol25 structures with the same formula, charge and spin is 0.9501 eV. The calculation puts the molecular weight at 572.1 g/mol.


No. 3
DFT (the ωB97M-V functional and the def2-TZVPD basis) results for one molecule with the formula C4H2 at a distorted geometry.

```
6
C4H2, DFT the ωB97M-V functional and the def2-TZVPD basis
C 0.1612 -0.0612 1.8916
C 0.0139 -0.0704 0.6820
C -0.1387 0.0601 -0.6898
C -0.1923 0.0509 -1.8757
H 0.3407 -0.0474 2.9361
H -0.1847 0.0680 -2.9441
```

For the HOMO energy, the calculation gives -9.85 eV. As for the SMILES: C#CC#C. Its energy above the lowest of the compared OMol25 structures with the same formula, charge and spin is 0.0542 eV. The calculation puts the molecular weight at 50.1 g/mol.


No. 4
DFT (the ωB97M-V functional and the def2-TZVPD basis) results for a 2-piece molecular cluster, C2H5N3O2 overall at a distorted geometry.

```
12
C2H5N3O2, DFT the ωB97M-V functional and the def2-TZVPD basis
H 1.5484 1.1122 -2.0326
N 1.6103 0.9491 -1.0936
C 0.6689 1.0410 -0.2823
N 0.8784 0.7037 1.0889
O -0.5820 1.6022 -0.5045
H 0.2740 0.1641 1.7596
H 1.8804 0.6126 1.3636
H -1.0981 1.0519 0.1058
N -1.2054 -1.7488 -0.8003
C -1.1700 -1.7610 0.3917
O -0.9300 -1.6745 1.5210
H -1.8751 -2.0526 -1.5172
```

For the HOMO energy, the calculation gives -9.20 eV. As for the SMILES: [H]/N=C(/N)O.N=C=O. Its energy above the lowest of the compared OMol25 structures with the same formula, charge and spin is 2.0722 eV. The calculation puts the molecular weight at 103.1 g/mol.


No. 5
DFT (the ωB97M-V functional and the def2-TZVPD basis) results for one molecule with the formula C22H22FN5O2S at a distorted geometry.

```
53
C22H22FN5O2S, DFT the ωB97M-V functional and the def2-TZVPD basis
O 1.6474 1.8059 1.6453
C 0.5731 1.7415 1.0847
N 0.1664 2.5885 0.1273
C 1.0450 3.5590 -0.4950
C 0.2828 4.8683 -0.7667
C 0.0186 4.9120 -2.2819
C 0.3384 3.5047 -2.7878
C 1.4828 3.0644 -1.8809
C -0.4731 0.6274 1.3276
C -0.5190 0.0326 2.7096
C -1.7414 -0.4125 3.2051
C -1.7832 -0.9869 4.4645
N -0.7194 -1.1270 5.2369
C 0.4375 -0.6880 4.7756
C 0.5997 -0.1089 3.5248
N -0.2147 -0.3734 0.2841
C 0.8239 -1.3658 0.4854
C 0.4032 -2.7595 0.0957
C 1.2860 -3.6022 -0.5708
C 0.9139 -4.8810 -0.9448
C -0.3567 -5.3500 -0.6566
C -1.2513 -4.5380 0.0170
C -0.8587 -3.2652 0.3869
F -1.7574 -2.4903 1.0344
C -0.8340 -0.1982 -0.8965
O -1.6558 0.6848 -1.1036
C -0.4650 -1.1410 -1.9889
C -1.3451 -1.8996 -2.7246
S -0.4585 -2.7235 -3.9224
N 0.9507 -2.0185 -3.4167
N 0.8019 -1.2482 -2.4387
H -0.6911 2.3867 -0.3720
H 1.8887 3.6891 0.1861
H -0.6483 4.8723 -0.2006
H 0.8679 5.7284 -0.4460
H 0.6882 5.6303 -2.7565
H -1.0044 5.2066 -2.5096
H 0.6129 3.4957 -3.8413
H -0.5203 2.8444 -2.6542
H 1.6501 1.9877 -1.8943
H 2.4072 3.5641 -2.1717
H -1.4678 1.0306 1.1008
H -2.6392 -0.3257 2.6132
H -2.7135 -1.3531 4.8782
H 1.2829 -0.8115 5.4398
H 1.5642 0.2544 3.2091
H 1.7212 -1.0903 -0.0801
H 1.0768 -1.3582 1.5493
H 2.2723 -3.2367 -0.8125
H 1.6167 -5.5086 -1.4702
H -0.6528 -6.3438 -0.9538
H -2.2464 -4.8734 0.2632
H -2.4030 -2.0006 -2.6060
```

For the HOMO energy, the calculation gives -9.25 eV. As for the SMILES: O=C(NC1CCCC1)[C@H](c1ccncc1)N(Cc1ccccc1F)C(=O)c1csnn1. Its energy above the lowest of the compared OMol25 structures with the same formula, charge and spin is 0.3359 eV. The calculation puts the molecular weight at 439.5 g/mol.


Q: molecular weight of number 2 (C13H13AuBrNO7)?
A: 572.1 g/mol


Q: Which formula does entry 2 have?
A: C13H13AuBrNO7